Record 1
Here is a molecular structure, C21H26N3OReS3SbSe4 from the OMol25 dataset. Energies are from ωB97M-V with the def2-TZVPD basis set.

```
60
Properties=species:S:1:pos:R:3:forces:R:3:nbo_charge:R:1
Re 0.54010 -0.90068 -0.28720 -0.49 -0.15 0.15 0.7988
C -0.13965 4.84101 0.82118 -0.01 0.01 0.01 -0.6208
C -0.04978 4.62837 -0.68089 0.00 0.01 -0.01 -0.2162
N 0.78775 3.46424 -1.05340 -0.02 -0.03 0.03 -0.3334
C 2.12961 3.75035 -1.58616 0.02 0.01 -0.03 -0.2215
C 3.17698 3.91800 -0.49667 -0.02 -0.01 0.02 -0.6199
C 0.31848 2.24613 -0.86322 0.16 0.03 -0.06 0.3861
S 1.48750 0.91286 -1.15773 0.09 0.16 -0.06 0.0153
N -0.94689 2.12652 -0.49076 -0.05 0.02 0.01 -0.5975
C -1.55134 1.14186 0.11679 -0.14 0.09 -0.01 0.6547
O -0.99127 0.04602 0.55516 0.47 -0.17 -0.15 -0.7036
C -2.99299 1.26383 0.37674 0.00 -0.11 0.03 -0.1056
C -3.68566 2.40985 -0.01731 0.00 0.02 -0.01 -0.1616
C -5.04235 2.51474 0.22786 0.00 0.01 0.00 -0.2064
C -5.71410 1.48221 0.86972 0.00 -0.01 0.00 -0.1468
C -5.03020 0.33930 1.26578 0.00 0.00 0.00 -0.1999
C -3.67447 0.22601 1.01915 0.00 0.03 -0.01 -0.1838
H -0.76920 5.70709 1.02255 0.00 0.00 0.00 0.2428
H 0.83898 5.03046 1.26025 0.00 -0.01 0.00 0.2155
H -0.58807 3.97978 1.31460 0.00 0.01 0.00 0.2173
H 0.39816 5.49088 -1.16925 0.00 0.00 0.01 0.2195
H -1.03806 4.47339 -1.10892 0.00 -0.01 0.00 0.2312
H 2.03685 4.66374 -2.17097 0.00 0.00 0.00 0.2296
H 2.40593 2.96316 -2.28451 0.00 -0.01 0.02 0.2202
H 2.93641 4.75252 0.16037 0.00 0.01 -0.01 0.2258
H 4.14715 4.11766 -0.94996 0.00 0.00 0.00 0.2389
H 3.25813 3.01597 0.11171 0.00 -0.01 0.00 0.2031
H -3.15457 3.20970 -0.51266 0.00 0.00 0.00 0.2302
H -5.57830 3.40284 -0.07715 0.00 0.00 0.00 0.2355
H -6.77448 1.56995 1.06530 0.00 0.00 0.00 0.2351
H -5.55723 -0.45878 1.77070 0.00 0.00 0.00 0.2286
H -3.13767 -0.65932 1.32910 0.00 -0.01 0.01 0.2218
Se 4.04206 -6.10061 -1.78042 -0.01 -0.02 0.09 -0.0437
Sb 3.22840 -5.56036 0.49388 0.17 0.02 -0.08 0.9942
Se 4.95330 -4.92756 1.93632 -0.14 -0.06 -0.07 -0.4200
Se 0.88993 -5.42899 0.46020 0.02 0.08 0.06 -0.4854
Se 2.49462 -2.16959 -0.20846 0.02 0.27 0.01 0.0462
S -2.28364 -3.69906 -2.54528 -0.01 0.01 0.02 0.5810
C -1.04217 -2.57816 -2.30959 0.03 -0.01 -0.02 -0.0734
N -0.76350 -2.29641 -1.05878 -0.07 -0.01 0.15 -0.5357
C -1.58423 -3.01027 -0.17514 0.02 -0.02 -0.05 0.1558
C -1.52249 -2.95980 1.21710 0.01 -0.04 0.05 -0.2425
C -2.40830 -3.73894 1.92821 0.00 -0.02 -0.04 -0.1732
C -3.33735 -4.55873 1.26913 -0.01 -0.02 0.02 -0.1736
C -3.39221 -4.62530 -0.10663 0.01 -0.01 -0.02 -0.1882
C -2.49559 -3.83629 -0.82631 0.04 0.02 -0.01 -0.2377
H -0.51204 -2.12258 -3.13312 0.00 0.01 0.00 0.2611
H -0.79528 -2.34621 1.74126 -0.01 0.01 -0.02 0.2272
H -2.38093 -3.73175 3.00895 0.00 0.01 0.00 0.2452
H -4.01864 -5.16030 1.85491 0.00 0.00 0.00 0.2471
H -4.10038 -5.27160 -0.60628 -0.01 0.01 -0.01 0.2506
C 4.87526 -0.53906 1.17186 -0.05 -0.04 -0.05 -0.7528
S 4.35476 -0.78511 -0.53277 -0.03 -0.08 -0.04 0.5733
C 5.53830 -2.02640 -1.07764 -0.03 0.04 0.02 -0.7601
H 4.92298 -1.50043 1.68076 0.00 0.00 0.02 0.2589
H 4.14190 0.11324 1.64103 0.01 0.00 0.02 0.2595
H 5.84951 -0.05314 1.15072 0.00 0.00 0.01 0.2642
H 6.51709 -1.55021 -1.11222 0.00 -0.01 0.00 0.2669
H 5.24489 -2.33867 -2.07764 0.00 -0.01 0.01 0.2639
H 5.53803 -2.86735 -0.38426 0.00 -0.01 -0.01 0.2581
```
Forces are in eV/Å.

As for the total charge: +2. The value obtained for the relative energy (zero: lowest compared OMol25 entry of this formula, charge and spin) is 0.0 kJ/mol. The value obtained for the LUMO energy (spin up / spin down) is -6.9 / -7.6 eV. The spin multiplicity is 2.



Record 2
Here is a single C21H26N4O4 molecule from the OMol25 dataset. Energies are from ωB97M-V with the def2-TZVPD basis set.

```
55
Properties=species:S:1:pos:R:3:forces:R:3:nbo_charge:R:1
C -4.83700 -1.08322 1.29208 0.04 -0.04 0.07 -0.2658
O -5.19622 -0.35756 0.13783 -0.02 0.23 0.00 -0.5398
C -4.91469 -1.00942 -1.07553 0.21 -0.12 -0.28 -0.0648
C -3.41654 -1.12553 -1.36927 -0.21 -0.10 0.06 -0.2631
N -2.81006 0.18443 -1.30045 -0.60 -0.14 0.26 -0.6171
C -1.69424 0.48896 -1.96637 0.04 0.61 0.10 0.6692
O -1.14059 -0.25818 -2.75310 0.23 -0.30 -0.27 -0.6514
C -1.14773 1.89291 -1.65391 -0.27 -0.01 -0.23 -0.3092
N -0.43621 1.91034 -0.37949 -0.12 0.00 -0.32 -0.4623
C -1.18516 2.02748 0.74520 0.30 0.18 0.32 0.7008
O -2.38867 2.21748 0.68334 -0.30 0.03 0.18 -0.6495
C -0.51394 1.82688 2.09573 -0.18 -0.04 0.07 -0.4923
C -0.99294 0.47750 2.65576 -0.14 0.06 -0.11 -0.4873
C -0.56220 -0.64730 1.72990 -0.01 0.15 0.48 0.6960
O -1.34560 -1.30174 1.07828 -0.16 -0.15 -0.24 -0.6158
N 0.78847 -0.81821 1.70169 0.21 0.11 0.20 -0.6197
C 1.55785 -1.63796 0.88141 0.17 -0.34 -0.20 0.3765
C 1.03972 -2.39718 -0.16555 -0.10 -0.02 -0.02 -0.2815
C 1.92979 -3.13628 -0.92165 0.16 0.11 0.16 -0.1476
C 3.28248 -3.10308 -0.61077 -0.02 -0.03 -0.07 -0.2891
C 3.68612 -2.31843 0.45569 0.10 -0.14 -0.15 0.0482
N 2.85100 -1.60000 1.18539 -0.22 0.20 0.31 -0.4638
C 0.96913 1.74980 -0.43458 0.61 0.02 0.09 0.2044
C 1.81523 2.64982 0.20707 -0.11 -0.05 -0.15 -0.2586
C 3.18508 2.47356 0.15108 0.02 -0.07 0.01 -0.2055
C 3.74420 1.42358 -0.56710 -0.05 0.04 -0.07 -0.0216
C 5.22559 1.21161 -0.58989 -0.03 -0.04 0.05 -0.6303
C 2.89220 0.56949 -1.25498 0.05 0.18 0.02 -0.1444
C 1.52037 0.72250 -1.19269 -0.09 0.13 0.05 -0.2744
H -3.75444 -1.21382 1.37651 -0.02 0.00 0.01 0.1912
H -5.19806 -0.49934 2.13668 0.02 -0.07 0.06 0.1916
H -5.31772 -2.06946 1.29963 -0.01 0.01 0.02 0.1610
H -5.36218 -2.01505 -1.08842 0.03 0.08 -0.01 0.1660
H -5.39542 -0.39492 -1.84128 0.05 -0.12 -0.01 0.1906
H -3.25470 -1.52778 -2.37202 -0.07 -0.03 0.11 0.2254
H -2.93524 -1.79175 -0.64512 -0.02 -0.01 -0.13 0.2116
H -3.17110 0.81180 -0.58907 0.20 0.08 -0.13 0.4403
H -0.45579 2.18907 -2.44318 -0.11 -0.09 0.10 0.2316
H -1.97610 2.60326 -1.58928 0.13 -0.05 -0.05 0.2407
H -0.85259 2.62475 2.75897 0.05 0.01 -0.09 0.2437
H 0.57077 1.84638 2.02936 -0.12 0.05 0.09 0.2256
H -2.08250 0.47771 2.71225 0.11 -0.09 0.01 0.2493
H -0.58168 0.31962 3.65457 0.00 0.00 0.01 0.2256
H 1.35996 -0.28409 2.34378 -0.11 -0.02 -0.09 0.4162
H -0.01503 -2.39062 -0.37828 -0.06 0.02 0.00 0.2617
H 1.57004 -3.72884 -1.74936 -0.05 -0.04 -0.06 0.2230
H 4.00170 -3.66875 -1.18156 0.08 -0.05 -0.03 0.2214
H 4.72632 -2.25417 0.74741 0.11 -0.06 -0.05 0.1941
H 1.39966 3.49649 0.73459 -0.05 0.06 0.05 0.2178
H 3.82990 3.17296 0.66349 0.08 0.08 0.04 0.2105
H 5.75742 2.15336 -0.47646 0.09 0.03 -0.01 0.2162
H 5.51228 0.55828 0.23467 0.11 -0.04 0.04 0.2219
H 5.53498 0.73755 -1.51810 0.09 -0.02 -0.05 0.2172
H 3.30521 -0.23482 -1.84568 0.05 -0.11 -0.06 0.2083
H 0.87886 0.04992 -1.73925 -0.11 -0.07 -0.06 0.2571
```
Forces are in eV/Å.

As for the structure (SMILES): COCCNC(=O)CN(C(=O)CCC(=O)Nc1ccccn1)c1ccc(C)cc1. The value obtained for the relative energy (zero: lowest compared OMol25 entry of this formula, charge and spin) is 118.4 kJ/mol. The value obtained for the LUMO energy is 0.6 eV. The spin multiplicity is 1.



Record 3
Here is a single C21H26N4O5 molecule in a non-equilibrium geometry from the OMol25 dataset. Energies are from ωB97M-V with the def2-TZVPD basis set.

```
56
Properties=species:S:1:pos:R:3:forces:R:3:nbo_charge:R:1
C 6.63968 -5.39385 -4.73871 0.16 0.07 -0.08 -0.2515
O 5.45768 -5.87048 -4.14351 -0.26 -0.09 0.13 -0.4948
C 4.64235 -4.97687 -3.51437 -0.10 0.07 0.07 0.2920
C 3.48322 -5.50676 -2.94491 0.19 0.02 -0.11 -0.2445
C 2.59286 -4.69017 -2.28562 0.09 0.13 -0.03 -0.2127
C 2.83279 -3.32022 -2.17452 0.42 -0.06 -0.22 0.0939
N 1.89535 -2.54513 -1.48175 -0.34 -0.18 0.22 -0.5916
C 1.87642 -1.19418 -1.29017 -0.21 -0.07 0.14 0.6735
O 2.69741 -0.42063 -1.73811 0.12 0.09 -0.15 -0.6058
C 0.72384 -0.72347 -0.46821 -0.16 0.16 0.20 -0.2142
C 0.15091 -1.47202 0.57084 0.03 0.25 -0.21 -0.1233
C -0.87243 -0.96543 1.32545 -0.12 -0.03 0.11 -0.3019
C -1.41808 0.32283 1.10075 0.08 0.16 -0.26 0.2422
N -2.41760 0.78618 1.85947 -0.32 0.39 0.09 -0.5934
C -3.03358 0.03825 2.92719 -0.13 -0.24 0.09 -0.2117
C -4.18654 0.82569 3.54032 0.34 0.08 0.14 -0.4089
C -3.71154 2.11053 4.22204 -0.22 -0.17 -0.04 -0.2146
N -3.38637 3.14429 3.24984 -0.01 0.10 0.08 -0.4631
C -4.56920 3.89242 2.84541 0.01 0.26 -0.23 -0.2498
C -4.18953 4.94250 1.80185 -0.30 -0.26 0.01 -0.0856
O -3.22184 5.83097 2.31253 -0.10 0.20 0.05 -0.5210
C -2.06738 5.11255 2.67025 0.30 -0.22 0.27 -0.0805
C -2.37934 4.07157 3.74658 0.12 0.28 -0.22 -0.2452
C -0.83655 1.06454 0.03377 0.59 -1.21 0.23 -0.0203
N -1.30507 2.34303 -0.34995 -0.21 0.85 -0.40 0.5215
O -0.75367 2.91703 -1.26915 -0.01 0.09 -0.04 -0.3788
O -2.26115 2.82899 0.25094 -0.01 0.00 -0.01 -0.4360
C 0.22592 0.54085 -0.70351 -0.02 -0.01 0.01 -0.1012
C 3.98550 -2.79186 -2.74089 -0.19 0.16 0.13 -0.1671
C 4.88122 -3.61216 -3.40456 0.18 -0.40 -0.17 -0.3082
H 7.30908 -4.94251 -3.99913 -0.03 0.00 -0.03 0.1754
H 7.12263 -6.26697 -5.17482 0.01 0.10 0.01 0.1997
H 6.42746 -4.66612 -5.52863 0.01 -0.01 0.04 0.1759
H 3.30379 -6.56627 -3.03435 -0.03 -0.13 -0.01 0.2249
H 1.69916 -5.11632 -1.85047 -0.09 -0.06 0.04 0.2032
H 1.10758 -3.06881 -1.12745 0.09 0.22 -0.08 0.3961
H 0.54071 -2.44926 0.81909 0.02 -0.09 0.04 0.2120
H -1.26917 -1.56282 2.12920 -0.05 -0.03 0.09 0.2216
H -2.70574 1.76292 1.76965 0.20 -0.32 -0.02 0.4693
H -3.41669 -0.91286 2.53548 0.09 0.02 0.09 0.1961
H -2.29602 -0.18953 3.70962 -0.06 -0.08 -0.01 0.1830
H -4.67962 0.19252 4.27946 -0.04 -0.03 -0.05 0.2187
H -4.91158 1.06554 2.76284 -0.13 -0.04 -0.02 0.2091
H -4.48334 2.45916 4.92864 0.11 0.04 0.01 0.1798
H -2.81288 1.88657 4.80330 -0.02 0.02 0.03 0.1976
H -5.30067 3.20617 2.41547 -0.06 0.02 0.01 0.2015
H -5.02802 4.39652 3.71536 0.00 -0.06 -0.04 0.1690
H -5.05747 5.54810 1.53652 0.02 -0.09 -0.01 0.1926
H -3.79738 4.43779 0.91042 -0.12 0.11 0.04 0.1933
H -1.34577 5.84215 3.04148 0.00 -0.09 -0.01 0.1936
H -1.66031 4.60495 1.78568 0.04 0.07 0.10 0.1821
H -1.47110 3.51254 3.98525 0.00 0.02 0.03 0.2023
H -2.72735 4.59098 4.65659 0.04 -0.05 -0.01 0.1704
H 0.65981 1.14487 -1.48683 0.01 -0.01 0.01 0.2673
H 4.17937 -1.73548 -2.66450 0.00 0.02 0.00 0.2485
H 5.76481 -3.16634 -3.83237 0.09 0.01 -0.05 0.2200
```
Forces are in eV/Å.

As for the structure (SMILES): COc1ccc(NC(=O)c2ccc(NCCCN3CCOCC3)c([N+](=O)[O-])c2)cc1. The value obtained for the relative energy (zero: lowest compared OMol25 entry of this formula, charge and spin) is 530.8 kJ/mol. The value obtained for the LUMO energy is -0.5 eV. The spin multiplicity is 1.



Record 4
Here is a single C21H26N4O5 molecule from the OMol25 dataset. Energies are from ωB97M-V with the def2-TZVPD basis set.

```
56
Properties=species:S:1:pos:R:3:forces:R:3:nbo_charge:R:1
C -2.95321 -3.39703 -0.03809 -0.03 -0.10 -0.02 -0.2517
O -3.23148 -2.11689 0.46484 0.00 0.26 0.07 -0.5503
C -4.54507 -1.68295 0.20915 -0.14 0.20 0.08 -0.0634
C -4.72002 -0.26934 0.75626 0.03 -0.27 0.07 -0.2387
N -3.89042 0.66920 0.04334 -0.27 -0.42 -0.29 -0.6299
C -3.12918 1.58935 0.65610 0.08 0.40 -0.45 0.6838
O -3.15322 1.83290 1.84394 0.03 0.10 0.41 -0.6345
C -2.25271 2.37490 -0.33576 -0.31 0.09 0.12 -0.3067
N -1.18209 1.57150 -0.90897 0.05 0.36 0.29 -0.4572
C -1.44154 0.75199 -1.94360 0.41 -0.07 -0.43 0.7154
O -2.55734 0.65816 -2.43740 -0.19 -0.11 -0.19 -0.6646
C -0.26394 -0.02747 -2.50576 -0.19 -0.06 -0.12 -0.4930
C -0.10155 -1.37767 -1.78372 -0.05 -0.04 0.07 -0.5018
C 1.05307 -1.52425 -0.80620 -0.11 -0.04 -0.33 0.7108
O 0.95107 -2.19288 0.19884 -0.04 -0.23 0.27 -0.6226
N 2.21326 -0.92302 -1.19553 -0.05 0.16 -0.35 -0.6209
C 3.40051 -0.77284 -0.48967 0.39 -0.08 0.23 0.3758
C 3.66936 -1.39298 0.72937 -0.02 -0.12 0.05 -0.2826
C 4.88519 -1.12785 1.33015 0.01 0.13 -0.21 -0.1546
C 5.78487 -0.27422 0.70625 0.01 0.00 0.09 -0.2898
C 5.42220 0.27309 -0.51236 0.19 0.01 0.15 0.0497
N 4.26319 0.03370 -1.09948 -0.33 -0.07 -0.27 -0.4605
C 0.04127 1.56898 -0.18011 0.15 -0.22 0.18 0.1405
C 1.08091 2.41203 -0.52790 -0.03 -0.09 0.12 -0.2149
C 2.23926 2.43820 0.23110 0.06 0.08 0.00 -0.2462
C 2.33543 1.63195 1.35062 -0.04 0.14 -0.03 -0.1792
C 1.29992 0.78904 1.71394 -0.23 -0.15 0.11 -0.2877
C 0.13851 0.73515 0.94782 0.08 0.27 -0.15 0.2953
O -0.92594 -0.05249 1.17546 0.16 0.22 -0.36 -0.5008
C -0.93263 -0.88665 2.31209 -0.02 -0.24 0.31 -0.2607
H -3.09586 -3.43774 -1.12579 0.03 -0.01 0.02 0.1658
H -1.91215 -3.60395 0.20344 0.01 -0.08 -0.05 0.2050
H -3.59654 -4.15565 0.42614 0.03 0.00 -0.02 0.1666
H -5.27111 -2.35818 0.69009 0.05 0.09 -0.08 0.1711
H -4.73974 -1.68747 -0.87588 -0.01 -0.05 0.07 0.1641
H -5.77632 0.01413 0.66611 0.07 -0.09 0.12 0.1933
H -4.42931 -0.22860 1.80880 -0.14 -0.03 -0.07 0.2319
H -3.75469 0.52431 -0.95299 0.08 0.16 0.12 0.4293
H -1.80269 3.22027 0.18740 -0.10 -0.14 -0.04 0.2305
H -2.88161 2.73315 -1.15623 0.07 0.01 0.10 0.2336
H 0.63335 0.58725 -2.44479 -0.02 -0.05 -0.07 0.2172
H -0.49342 -0.20700 -3.55767 -0.01 0.11 0.12 0.2424
H -1.00976 -1.60969 -1.22339 0.10 -0.07 0.01 0.2558
H 0.03378 -2.17325 -2.52250 -0.02 0.01 0.04 0.2399
H 2.23502 -0.42154 -2.07382 -0.05 -0.04 0.19 0.4156
H 2.94385 -2.05062 1.17506 -0.05 -0.02 0.00 0.2586
H 5.13061 -1.58519 2.27754 0.00 -0.04 0.06 0.2185
H 6.74024 -0.04583 1.15112 0.09 0.03 0.01 0.2207
H 6.08412 0.93737 -1.05229 0.12 0.04 0.03 0.1947
H 0.97418 3.04953 -1.39363 -0.05 0.05 -0.10 0.2212
H 3.05405 3.08765 -0.04639 0.09 0.06 -0.03 0.2198
H 3.23072 1.65618 1.95401 0.09 -0.03 0.05 0.2200
H 1.39963 0.17062 2.59081 -0.01 -0.10 0.08 0.2294
H -1.88030 -1.41708 2.25866 0.09 0.01 0.08 0.2215
H -0.88313 -0.29730 3.23191 0.00 0.03 -0.04 0.1794
H -0.10858 -1.60332 2.26893 -0.04 0.05 0.01 0.1953
```
Forces are in eV/Å.

As for the structure (SMILES): COCCNC(=O)CN(C(=O)CCC(=O)Nc1ccccn1)c1ccccc1OC. The value obtained for the relative energy (zero: lowest compared OMol25 entry of this formula, charge and spin) is 161.8 kJ/mol. The value obtained for the LUMO energy is 0.7 eV. The spin multiplicity is 1.